# 1
Below is a structure of composition C46H37KN4O3P2S5Sb, with properties calculated with ωB97M-V with the def2-TZVPD basis set.

The energy above the lowest of the compared OMol25 structures with the same formula, charge and spin is 9.1 kcal per mole. The electronic energy is -156025.2153 eV. Its net charge is -2. The calculation puts the lowest unoccupied orbital energy (spin up / spin down) at 3.79 / 3.79 eV. As for the orbital gap (spin up / spin down): 3.732 / 6.523 eV. As for the multiplicity: 2.

```
99
C46H37KN4O3P2S5Sb, DFT ωB97M-V with the def2-TZVPD basis set
Sb 2.93 -6.39 2.45
K 0.88 -1.60 0.76
S 3.67 -4.04 2.25
S -2.12 -1.58 0.17
S 1.82 -4.49 1.32
S 2.03 -6.71 4.49
S 3.42 0.85 1.56
P -0.14 -1.43 -2.24
P -2.27 1.60 0.16
O 3.34 2.14 2.22
O -1.97 -3.00 0.60
O 3.39 0.86 0.11
N 3.01 -0.39 4.23
N 8.54 -1.72 3.22
N 2.27 -0.15 1.99
N 1.09 -1.53 3.37
C 5.75 0.70 3.03
C -3.41 -0.79 1.02
C 1.89 -3.62 -5.78
C 0.01 0.36 -2.61
C -0.51 0.95 -3.77
C 6.56 -1.66 1.81
C 0.61 -2.23 -3.71
C -4.11 4.36 -3.08
C -4.69 -1.89 -2.99
C 0.98 -2.17 4.52
C -3.08 2.76 -1.02
C -1.94 -1.69 -2.59
C 0.25 3.10 -3.03
C 7.34 -1.10 2.82
C -0.35 2.72 1.81
C -3.20 4.88 -2.17
C 1.00 -4.28 -4.94
C -3.82 -1.97 -4.07
C 2.16 -2.28 -5.57
C 6.93 0.09 3.42
C 4.98 0.13 2.02
C 0.76 2.53 -1.88
C -2.82 -1.66 -1.51
C -4.50 3.03 -2.96
C 0.62 1.16 -1.66
C 5.39 -1.04 1.41
C -2.00 4.47 3.16
C -0.39 2.31 -3.97
C -5.75 0.39 1.96
C 1.85 -1.98 5.58
C -3.99 2.24 -1.94
C -1.70 2.78 1.47
C -2.69 4.09 -1.15
C -4.19 -1.74 -1.71
C -2.52 3.66 2.16
C -5.48 -0.99 2.25
C -4.33 -1.56 1.74
C -3.61 0.63 0.80
C -2.45 -1.86 -3.87
C 0.37 -3.59 -3.92
C -4.85 1.15 1.27
C 2.85 -1.05 5.36
C -0.65 4.40 3.49
C 2.14 -0.68 3.24
C 0.18 3.53 2.81
C 1.52 -1.59 -4.54
H -4.85 -1.67 -0.86
H -0.32 -4.12 -3.26
H 5.39 1.60 3.51
H 1.24 3.13 -1.12
H -1.78 -1.92 -4.72
H -5.21 2.60 -3.66
H 1.74 -0.54 -4.38
H -5.76 -1.96 -3.15
H -0.25 5.03 4.27
H -4.30 1.20 -1.85
H 0.32 4.17 -3.18
H 2.39 -4.16 -6.57
H 8.77 -1.53 4.19
H 4.77 -1.49 0.64
H 0.79 -5.33 -5.08
H -3.58 3.72 1.92
H -1.01 0.33 -4.51
H 3.57 -0.81 6.15
H 7.53 0.53 4.21
H 1.23 3.45 3.04
H -4.11 -2.61 1.88
H 6.86 -2.59 1.36
H -4.51 4.97 -3.88
H -4.21 -2.09 -5.08
H 0.31 2.02 1.29
H 2.87 -1.76 -6.20
H -6.69 0.83 2.28
H -2.89 5.92 -2.25
H 1.76 -2.53 6.50
H -5.09 2.18 1.05
H -2.66 5.15 3.70
H -0.81 2.76 -4.87
H -6.17 -1.58 2.84
H 0.16 -2.88 4.59
H -1.98 4.51 -0.46
H 0.98 0.76 -0.72
H 8.53 -2.71 3.05
```



# 2
Below is a cluster of 2 separate species, C5H12NO in total, with properties calculated with ωB97M-V with the def2-TZVPD basis set.

The energy above the lowest of the compared OMol25 structures with the same formula, charge and spin is 17.3 kcal per mole. The electronic energy is -8916.3138 eV. Its net charge is -1. The calculation puts the lowest unoccupied orbital energy at 4.05 eV. As for the orbital gap: 6.988 eV.

```
19
C5H12NO, DFT ωB97M-V with the def2-TZVPD basis set
O 0.83 0.25 -0.68
N -0.58 -2.00 0.19
C 1.60 0.46 -1.77
C -2.34 0.34 2.27
C 1.75 1.95 -2.13
C -1.36 -0.12 1.49
C -0.88 -1.54 1.54
H -0.86 0.54 0.78
H -2.66 1.37 2.23
H -2.84 -0.34 2.95
H -0.02 -1.61 2.23
H 2.43 2.12 -2.98
H 2.14 2.47 -1.26
H -1.69 -2.15 1.96
H 2.63 0.04 -1.67
H 0.77 2.38 -2.36
H -0.03 -1.25 -0.30
H 1.19 -0.05 -2.69
H -0.07 -2.86 0.19
```



# 3
Below is a cluster of 2 separate species, C2H11N3 in total, with properties calculated with ωB97M-V with the def2-TZVPD basis set.

As for the SMILES: NCN.CN. The energy above the lowest of the compared OMol25 structures with the same formula, charge and spin is 32.5 kcal per mole. The electronic energy is -6721.1698 eV. The calculation puts the lowest unoccupied orbital energy at 1.01 eV. As for the orbital gap: 9.856 eV.

```
16
C2H11N3, DFT ωB97M-V with the def2-TZVPD basis set
N 0.83 0.44 1.12
N -1.89 -0.65 -0.30
N 2.35 -0.96 -0.15
C 1.77 0.38 -0.01
C -2.53 0.60 -0.75
H 0.09 -0.30 1.24
H 1.36 0.34 2.06
H -2.92 1.13 0.08
H -3.37 0.45 -1.42
H -1.35 -0.90 0.56
H 2.44 1.17 0.25
H 3.29 -0.96 0.28
H 1.83 -1.77 0.24
H 1.19 0.72 -0.89
H -1.22 -0.93 -0.99
H -1.87 1.23 -1.32
```



# 4
Below is a structure of composition C30H25F16Ge2LiN5S3Se, with properties calculated with ωB97M-V with the def2-TZVPD basis set.

The electronic energy is -293538.4888 eV. Its net charge is -1. The calculation puts the lowest unoccupied orbital energy at 1.06 eV. As for the orbital gap: 6.565 eV.

```
83
C30H25F16Ge2LiN5S3Se, DFT ωB97M-V with the def2-TZVPD basis set
Se 4.98 0.57 -0.14
Ge 6.63 2.09 -2.47
Ge -2.88 -1.48 -0.52
S -1.20 2.06 -2.51
S 2.33 0.38 7.60
S -0.81 -1.81 -0.33
F -2.40 -2.90 -3.16
F -3.16 2.91 2.46
F -7.08 0.31 2.29
F -4.84 -3.68 -2.09
F -4.54 1.08 -1.74
F -5.73 2.46 3.25
F -4.25 0.04 -6.28
F -2.91 -2.25 -5.71
F -5.85 -5.97 -1.16
F -4.00 -5.12 3.08
F -5.45 -6.71 1.41
F 2.24 0.22 0.51
F -5.90 -1.39 0.61
F -2.97 -2.83 2.18
F -1.98 1.24 0.75
F -5.05 1.69 -4.28
N 0.33 0.47 2.63
N 0.20 -1.11 7.40
N -0.53 3.28 -0.23
N 1.11 2.03 -1.20
N 1.71 1.19 -2.15
C -5.12 -5.19 -0.36
C -3.82 1.83 2.02
C -3.22 0.94 1.15
C -0.32 -0.50 3.26
C 4.45 -0.96 -1.21
C 6.73 0.77 -1.02
C -4.18 -4.76 1.80
C -4.13 0.21 -2.68
C -3.46 -0.96 -2.34
C -4.92 -5.58 0.96
C -5.13 1.61 2.41
C 1.07 -0.30 6.78
C -3.65 -3.59 1.30
C 1.23 1.16 3.31
C -4.57 -4.00 -0.81
C 0.81 -0.05 5.33
C 5.30 1.55 -3.79
C 8.39 2.27 -3.32
C -5.81 0.51 1.93
C -3.99 -0.28 -5.01
C -3.85 -0.20 0.67
C -0.11 -0.80 4.60
C -5.17 -0.36 1.07
C -3.81 -3.17 -0.01
C -3.31 -1.45 -4.72
C -0.15 2.45 -1.26
C 6.11 3.80 -1.69
C 1.50 0.94 4.65
C -4.40 0.55 -3.99
C -3.06 -1.76 -3.40
Li 0.64 -0.23 0.60
H 3.45 -1.23 -0.88
H 6.86 4.17 -1.00
H -1.03 -1.08 2.67
H 7.05 -0.21 -1.38
H 5.26 2.29 -4.60
H 0.34 -1.29 8.38
H 2.24 1.53 5.18
H 7.45 1.10 -0.27
H 4.44 -0.70 -2.27
H 5.52 0.58 -4.22
H 4.31 1.52 -3.31
H 8.37 3.02 -4.11
H 5.13 -1.79 -1.03
H 2.05 0.40 -1.60
H 9.14 2.56 -2.59
H 0.95 0.88 -2.76
H 1.70 2.21 -0.40
H 5.17 3.66 -1.15
H 1.78 1.92 2.76
H -0.66 -1.63 5.02
H 5.94 4.55 -2.47
H -0.61 -1.48 6.94
H 8.70 1.32 -3.77
H -0.13 3.08 0.67
H -1.53 3.41 -0.20
```



# 5
Below is a structure of composition C37H41CaClNO6P2S3Se, with properties calculated with ωB97M-V with the def2-TZVPD basis set.

The energy above the lowest of the compared OMol25 structures with the same formula, charge and spin is 23.2 kcal per mole. The electronic energy is -200205.7925 eV. Its net charge is -1. The calculation puts the lowest unoccupied orbital energy at 2.16 eV. As for the orbital gap: 7.895 eV.

```
93
C37H41CaClNO6P2S3Se, DFT ωB97M-V with the def2-TZVPD basis set
Se 3.23 0.83 -1.48
Ca 0.92 -0.26 -0.39
Cl 1.44 -0.46 2.88
S -1.81 2.57 -0.85
S -4.79 1.64 -2.28
S -1.67 0.51 -3.37
P -0.02 2.33 2.07
P 2.62 -2.66 0.22
O -0.92 -1.05 0.44
O 2.92 0.75 0.18
O 1.66 1.05 -2.09
O 4.23 2.03 -1.92
O 3.67 -0.68 -1.94
O -2.25 -2.83 0.64
N 0.00 -2.01 -1.97
C 1.36 -1.73 -3.89
C 2.38 4.34 -0.54
C 1.38 3.31 1.40
C 0.49 2.94 4.80
C -3.45 4.27 3.05
C 2.97 -3.80 -1.16
C 1.87 0.60 5.30
C 4.27 -2.33 0.91
C 0.06 -3.78 -3.63
C -4.13 1.82 -3.97
C -1.37 -3.96 -1.71
C 3.44 4.78 0.22
C -0.94 5.04 2.15
C 0.46 -2.52 -3.15
C 0.61 -4.26 -4.83
C 2.00 -3.87 1.46
C -3.39 3.36 -0.50
C 2.45 3.76 2.16
C 1.52 -3.51 -5.52
C -0.90 -4.50 -2.87
C -4.49 3.27 -1.56
C -3.14 0.75 -4.40
C -2.47 3.32 2.83
C -1.41 -2.15 0.07
C 1.04 2.71 6.06
C 0.62 2.01 3.76
C 3.48 4.49 1.58
C -3.18 5.61 2.80
C -1.93 5.99 2.35
C -1.20 3.70 2.39
C 1.36 3.62 0.04
C 1.30 0.84 4.05
C -1.37 3.21 -2.47
C -0.88 2.13 -3.44
C 1.74 1.54 6.30
C 1.89 -2.23 -5.05
C -0.87 -2.70 -1.28
H -1.24 -5.46 -3.22
H 4.80 -1.66 0.24
H -3.73 2.87 0.42
H -5.43 3.60 -1.11
H -2.23 3.74 -2.89
H 0.55 3.26 -0.58
H 1.02 -4.25 1.15
H 4.83 -3.27 1.03
H 1.87 -3.39 2.43
H -3.95 6.36 2.96
H 1.63 -0.75 -3.51
H -2.11 -4.44 -1.09
H 2.36 4.51 -1.61
H -2.69 2.28 3.00
H 4.31 4.82 2.18
H 0.17 1.91 -3.22
H 3.64 -4.60 -0.83
H -3.25 4.42 -0.25
H 3.43 -3.24 -1.97
H -2.84 0.97 -5.43
H -0.04 3.86 4.62
H 2.40 -0.33 5.46
H 2.51 3.54 3.21
H 2.60 -1.63 -5.61
H 0.04 5.34 1.79
H -4.98 1.80 -4.67
H 4.26 5.30 -0.24
H -4.29 3.96 -2.38
H 2.69 -4.71 1.57
H -4.43 3.96 3.39
H 4.16 -1.84 1.88
H 2.04 -4.24 -1.51
H -0.56 3.95 -2.36
H -3.62 -0.23 -4.41
H -3.67 2.80 -4.05
H 0.91 3.44 6.84
H 1.96 -3.89 -6.44
H 0.31 -5.24 -5.19
H -1.71 7.03 2.16
H 2.19 1.36 7.27
H -0.93 2.50 -4.46
```



# 6
Below is an isolated molecule of C21H29NO, with properties calculated with ωB97M-V with the def2-TZVPD basis set.

As for the SMILES: CCN(CC)CC[C@@H](C)OC(c1ccccc1)c1ccccc1. The energy above the lowest of the compared OMol25 structures with the same formula, charge and spin is 10.4 kcal per mole. The electronic energy is -25785.0800 eV. The calculation puts the lowest unoccupied orbital energy at 0.86 eV. As for the orbital gap: 9.003 eV.

```
52
C21H29NO, DFT ωB97M-V with the def2-TZVPD basis set
O 0.18 -0.55 0.13
N -4.05 -0.78 0.10
C 2.23 3.46 -0.82
C -5.56 -1.36 -1.77
C 0.41 -2.88 0.86
C 3.83 -1.80 -1.50
C -2.67 -0.53 0.48
C 1.35 0.05 0.67
C 2.33 2.12 -0.47
C 4.93 -1.90 -0.65
C -1.81 -1.80 0.36
C 1.12 4.20 -0.47
C -5.00 0.00 0.86
C -4.95 1.52 0.66
C 0.10 3.60 0.25
C -0.40 -1.58 0.91
C 2.68 -1.17 -1.07
C 2.61 -0.64 0.21
C 4.86 -1.37 0.62
C -4.24 -0.74 -1.34
C 3.71 -0.74 1.05
C 1.31 1.52 0.25
C 0.20 2.27 0.61
H -5.66 2.00 1.33
H -5.69 -2.32 -1.28
H 1.40 -2.73 1.27
H 1.82 -1.08 -1.72
H -6.00 -0.36 0.61
H -6.41 -0.73 -1.53
H -0.77 4.17 0.54
H 5.71 -1.45 1.28
H 0.51 -3.21 -0.17
H 1.05 5.24 -0.75
H -2.30 -2.61 0.91
H 1.30 0.02 1.77
H -5.20 1.79 -0.36
H -0.47 -1.25 1.96
H -1.73 -2.10 -0.69
H 3.88 -2.22 -2.50
H 5.83 -2.40 -0.99
H -3.43 -1.32 -1.78
H 3.66 -0.33 2.05
H -2.20 0.26 -0.13
H -5.56 -1.52 -2.85
H -4.83 -0.22 1.92
H 3.03 3.92 -1.38
H -0.10 -3.65 1.43
H -2.65 -0.21 1.52
H -4.16 0.29 -1.74
H -0.60 1.80 1.17
H -3.96 1.91 0.89
H 3.20 1.55 -0.76
```



# 7
Below is a cluster of 2 separate species, CH7NO2 in total, with properties calculated with ωB97M-V with the def2-TZVPD basis set.

As for the SMILES: NCO.O. The energy above the lowest of the compared OMol25 structures with the same formula, charge and spin is 10.0 kcal per mole. The electronic energy is -6734.9088 eV. The calculation puts the lowest unoccupied orbital energy at 0.74 eV. As for the orbital gap: 11.055 eV.

```
11
CH7NO2, DFT ωB97M-V with the def2-TZVPD basis set
O 0.81 1.78 0.50
O -2.12 -1.79 0.27
N 0.34 -0.38 -0.58
C 1.29 0.65 -0.21
H -2.52 -1.11 0.84
H -1.68 -1.21 -0.38
H -0.08 1.48 0.74
H 1.91 0.16 0.60
H 0.58 -1.23 -0.10
H 1.89 1.00 -1.11
H 0.42 -0.37 -1.59
```



# 8
Below is a cluster of 2 separate species, C9H13N4O in total, with properties calculated with ωB97M-V with the def2-TZVPD basis set.

The energy above the lowest of the compared OMol25 structures with the same formula, charge and spin is 37.1 kcal per mole. The electronic energy is -17543.4116 eV. Its net charge is +1. The calculation puts the lowest unoccupied orbital energy at -3.11 eV. As for the orbital gap: 8.178 eV.

```
27
C9H13N4O, DFT ωB97M-V with the def2-TZVPD basis set
O -1.83 0.76 -0.12
N 0.75 -1.43 0.20
N 0.27 -1.44 2.44
N 2.21 2.47 0.38
N 1.79 0.38 -0.73
C -1.53 0.24 -1.35
C 0.66 -0.74 1.41
C -0.88 0.96 -2.25
C -1.94 -1.24 -1.33
C 1.34 -0.83 -0.77
C -2.52 -1.34 0.07
C 1.72 1.17 0.45
C -2.38 -0.20 0.75
C 1.13 0.55 1.53
H 2.40 2.77 -0.50
H -0.77 2.05 -2.11
H 1.12 1.21 2.36
H -0.02 -2.49 2.23
H -0.74 0.60 -3.28
H 1.41 -1.52 -1.66
H -2.55 -1.36 -2.15
H 2.08 0.65 -1.62
H -1.02 -1.66 -1.35
H -2.95 -2.16 0.49
H 2.37 3.19 1.18
H -2.60 0.02 1.76
H 0.00 -1.16 3.44
```



# 9
Below is a cluster of 2 separate species, C13H16OSe in total, with properties calculated with ωB97M-V with the def2-TZVPD basis set.

The energy above the lowest of the compared OMol25 structures with the same formula, charge and spin is 57.5 kcal per mole. The electronic energy is -81130.3124 eV. The calculation puts the lowest unoccupied orbital energy at -0.01 eV. As for the orbital gap: 7.940 eV.

```
31
C13H16OSe, DFT ωB97M-V with the def2-TZVPD basis set
Se 0.94 1.43 0.50
O -1.56 -0.31 0.28
C -2.99 1.46 0.89
C 3.41 -1.90 0.29
C 1.58 -1.39 1.86
C -0.25 0.42 1.50
C 3.84 -0.52 -1.62
C 2.37 -1.03 0.69
C 2.87 0.38 -1.21
C 0.34 -0.89 2.08
C -2.39 0.64 -0.25
C 4.15 -1.65 -0.87
C -1.72 1.44 -1.45
C -3.42 -0.30 -0.89
C 2.12 0.07 -0.14
H 1.97 -2.13 2.55
H -2.35 2.30 1.21
H 2.54 1.30 -1.85
H -3.07 0.85 1.76
H 4.94 -2.21 -1.16
H -3.93 -0.88 -0.20
H 4.55 -0.23 -2.44
H -4.09 1.81 0.70
H -1.12 0.73 -2.04
H -0.97 0.97 2.18
H -2.48 2.09 -2.02
H -4.36 0.23 -1.33
H -1.12 2.34 -1.10
H 3.62 -2.88 0.86
H -3.10 -1.01 -1.73
H -0.32 -1.11 2.93
```



# 10
Below is a cluster of 2 separate species, C4H10NO in total, with properties calculated with ωB97M-V with the def2-TZVPD basis set.

The energy above the lowest of the compared OMol25 structures with the same formula, charge and spin is 94.5 kcal per mole. The electronic energy is -7843.4377 eV. Its net charge is -1. The calculation puts the lowest unoccupied orbital energy (spin up / spin down) at 4.28 / 4.11 eV. As for the orbital gap (spin up / spin down): 6.133 / 5.389 eV.

```
16
C4H10NO, DFT ωB97M-V with the def2-TZVPD basis set
O 2.65 -0.50 1.16
N 2.60 0.05 0.00
C -0.47 -0.70 -1.45
C 0.04 1.46 -0.44
C -0.42 -0.55 1.02
C 0.08 -0.02 -0.25
H 0.39 -1.08 1.54
H -1.28 -1.44 0.88
H -1.02 1.76 -0.68
H 0.30 2.09 0.42
H 0.25 -0.75 -2.35
H -0.74 -1.75 -1.23
H 2.94 -0.73 -0.59
H 0.74 1.76 -1.21
H -0.76 0.19 1.73
H -1.35 -0.08 -1.85
```



# 11
Below is a cluster of 2 separate species, C7H10BrFN2 in total, with properties calculated with ωB97M-V with the def2-TZVPD basis set.

The energy above the lowest of the compared OMol25 structures with the same formula, charge and spin is 54.1 kcal per mole. The electronic energy is -83158.2618 eV. The calculation puts the lowest unoccupied orbital energy (spin up / spin down) at 0.34 / 0.29 eV. As for the orbital gap (spin up / spin down): 8.316 / 8.247 eV.

```
21
C7H10BrFN2, DFT ωB97M-V with the def2-TZVPD basis set
Br 5.34 0.31 -0.34
F -1.39 0.68 1.49
N 3.08 -1.27 0.22
N 2.61 0.90 0.17
C -1.34 0.58 -0.89
C -0.85 1.20 0.37
C -0.47 2.63 0.44
C 1.50 0.18 0.44
C 1.73 -1.16 0.47
C 3.54 0.00 0.05
C 0.85 -2.34 0.69
H -0.22 2.91 1.46
H -1.43 -0.49 -0.78
H 0.39 -2.29 1.68
H -0.65 0.81 -1.71
H -1.30 3.26 0.10
H 0.38 2.83 -0.21
H 0.05 -2.36 -0.04
H -2.32 0.98 -1.15
H 3.63 -2.12 0.17
H 1.43 -3.25 0.61
```



Q: What is the electronic energy in the ninth record?
A: -81130.3124 eV



Q: The highest electronic energy belongs to which entry?
A: C2H11N3



Q: The lowest electronic energy belongs to which entry?
A: C30H25F16Ge2LiN5S3Se



Q: What is the electronic energy in the third record?
A: -6721.1698 eV